[1]
Here is a molecular structure, C4H12O2Sn at a distorted geometry from OMol25. Energies are from ωB97M-V with the def2-TZVPD basis set.

The geometry in XYZ format:
```
19
Properties=species:S:1:pos:R:3:forces:R:3:mulliken_charge:R:1
Sn 17.502561 -17.714214 14.285994 1.5 -1.3 0.9 1.661
C 19.443517 -20.057861 18.257325 1.4 -0.4 -0.6 -0.999
C 19.673262 -20.016790 16.754069 -0.8 -1.8 0.8 -0.123
O 19.396888 -18.677491 16.403208 -1.0 1.5 -2.2 -0.461
H 20.102531 -20.818858 18.675280 -0.6 -0.5 0.2 0.339
H 18.390217 -20.133340 18.527439 0.3 0.1 0.2 0.272
H 19.959474 -19.156138 18.587176 -0.5 0.3 0.7 0.352
H 18.961883 -20.651313 16.225461 0.1 0.0 -0.1 0.209
H 20.680409 -20.332396 16.481780 0.1 0.3 -0.1 0.270
H 20.005648 -18.173594 16.948270 0.0 0.9 0.0 0.300
C 19.654920 -22.040069 12.588595 -0.4 -0.5 0.1 -1.089
C 18.175697 -21.720746 12.591994 0.9 -0.4 -1.5 -0.235
O 17.917404 -20.838636 13.673030 -0.4 2.5 1.3 -0.436
H 20.319630 -21.180724 12.500437 -0.2 0.2 0.4 0.311
H 19.906334 -22.644694 11.717198 -0.2 -0.3 0.1 0.367
H 19.799790 -22.626460 13.495925 0.7 0.1 -0.1 0.301
H 17.577568 -22.613030 12.776845 0.0 -0.1 -0.1 0.303
H 17.881981 -21.284105 11.637443 -0.2 0.1 0.0 0.339
H 16.989246 -20.594741 13.647663 -0.6 -0.8 0.0 0.321
```
Positions in Å, forces in eV/Å.

Results
charge: +2
orbital gap: 0.2088 Ha
LUMO energy: -12.33 eV
2S+1: 1


[2]
Here is a molecular structure, C26H31BrNNiO7PSSeTe at a distorted geometry from OMol25. Energies are from ωB97M-V with the def2-TZVPD basis set.

The geometry in XYZ format:
```
71
Properties=species:S:1:pos:R:3:forces:R:3:mulliken_spin:R:1
Ni 0.709521 -0.260294 0.111756 0.0 -0.3 -0.5 1.705
C -3.107206 -0.007902 4.657418 -0.1 0.1 0.1 0.000
C -2.512695 -0.368013 3.318926 0.2 0.1 -0.1 -0.001
O -1.088610 -0.131517 3.382787 -0.4 -0.2 0.3 0.000
P -0.140974 -1.168892 2.632748 -0.1 0.3 -0.4 -0.018
O -0.694722 -1.580517 1.294725 0.5 0.4 0.4 0.025
Te 1.994634 -0.148554 2.499985 0.0 0.0 0.1 0.080
O -0.179853 -2.401529 3.654040 0.1 -0.3 0.2 -0.003
C 0.586227 -3.554747 3.238201 -0.1 0.1 -0.1 0.001
C 0.916063 -4.360346 4.466663 0.1 -0.1 0.2 -0.002
H -4.197247 -0.087811 4.618763 0.0 0.0 0.0 0.000
H -2.850325 1.018218 4.922520 0.0 0.0 0.0 0.000
H -2.732871 -0.674402 5.436782 0.0 0.0 0.0 0.000
H -2.900443 0.252740 2.511318 -0.1 0.1 0.0 0.001
H -2.713127 -1.410075 3.066612 0.0 0.0 0.0 0.000
H 1.484921 -3.229126 2.708093 0.0 0.0 0.0 0.000
H -0.009113 -4.122263 2.523361 0.0 0.0 0.0 0.000
H 1.490985 -3.759758 5.173975 0.0 0.0 0.0 0.001
H 1.511726 -5.233042 4.189780 0.0 0.0 0.0 0.000
H 0.013387 -4.707149 4.974956 0.0 0.0 0.0 0.000
Br 5.146276 3.315791 -3.577595 0.0 0.0 0.0 0.000
C 3.908986 2.271691 -2.549807 -0.2 0.0 0.1 -0.005
C 3.676402 0.954014 -2.893470 -0.1 0.0 0.2 0.005
C 2.763979 0.217545 -2.127803 0.3 -0.3 0.0 -0.041
C 2.058843 0.738909 -1.040037 0.1 0.2 0.0 0.070
C 2.350133 2.081360 -0.756022 -0.1 0.1 0.2 0.051
C 3.256583 2.855359 -1.472837 0.0 -0.1 -0.1 0.005
H 4.191616 0.505778 -3.734148 0.0 0.0 0.0 0.000
H 2.609059 -0.820323 -2.408642 0.1 0.3 0.0 -0.002
H 1.825347 2.554059 0.070308 0.0 0.1 0.0 0.006
H 3.442431 3.889143 -1.209411 0.0 0.0 0.0 0.000
C -0.911259 3.464041 -2.020251 -0.1 1.1 -0.9 0.003
C -0.807525 2.109708 -2.666725 0.6 0.7 -1.2 -0.011
C -1.719444 1.111703 -2.378564 -1.5 -1.0 -2.1 -0.008
C -1.576268 -0.169083 -2.912526 -0.1 0.2 0.2 -0.018
C -0.502012 -0.431463 -3.738729 0.1 0.2 -0.6 0.009
C 0.409900 0.565709 -4.069936 -0.2 -0.2 -0.1 -0.004
C 0.249762 1.828378 -3.530703 -0.2 0.1 0.1 0.005
S -0.181891 -2.081024 -4.285380 -0.3 0.8 0.2 -0.002
O -1.302280 -2.900681 -3.888898 -0.1 -0.4 -0.1 0.000
O 0.196269 -2.124795 -5.677598 0.0 -0.2 -0.2 0.000
N 1.121067 -2.229783 -3.376627 0.9 -1.0 -0.4 -0.002
C 1.862417 -3.498479 -3.208163 -0.3 0.5 -0.1 0.000
C 1.380237 -4.201029 -1.942105 0.0 -0.4 -0.1 0.002
C 1.509263 -3.325737 -0.686924 -0.5 0.2 -0.2 0.001
O 1.960639 -3.791297 0.350694 0.1 0.1 0.0 0.000
O 1.040514 -2.138194 -0.885528 0.4 0.2 1.0 0.005
H -1.800728 3.537629 -1.395821 0.0 0.3 -0.3 -0.001
H -0.947292 4.259047 -2.770791 0.0 0.1 -0.4 0.000
H -0.045235 3.641963 -1.380930 -0.1 0.1 -0.2 0.000
H -2.527065 1.312586 -1.685721 -0.3 -0.2 -1.3 0.005
H -2.254817 -0.966145 -2.642771 -0.1 0.0 -0.1 0.001
H 1.259610 0.333567 -4.697603 0.0 0.0 0.0 -0.001
H 0.982520 2.597608 -3.748429 0.0 0.0 0.1 0.001
H 0.932514 -1.927680 -2.392910 -0.2 0.2 0.1 0.003
H 2.908915 -3.206282 -3.100221 0.1 -0.1 0.0 0.000
H 1.784324 -4.123621 -4.098187 -0.1 0.0 0.0 0.000
H 1.918414 -5.138079 -1.791828 0.0 0.0 0.1 0.000
H 0.314417 -4.426205 -2.055908 0.1 0.0 0.0 0.000
Se -1.078234 1.641506 -0.176229 0.9 -1.4 5.6 0.108
C -1.724528 2.565047 1.350914 0.4 0.0 0.8 0.004
C -0.895314 2.846164 2.445615 -0.1 0.2 0.2 0.006
C -1.355131 3.570049 3.536848 0.1 -0.1 0.0 0.001
C -2.662940 4.045948 3.582823 0.0 -0.1 -0.1 0.001
C -3.500516 3.775370 2.506320 0.0 0.0 0.0 0.000
C -3.038834 3.048169 1.412924 0.1 0.0 0.0 0.009
H 0.119253 2.468040 2.437461 0.0 0.0 0.0 -0.001
H -0.677332 3.751387 4.364244 0.0 0.0 0.0 0.000
H -3.020032 4.606365 4.438705 0.0 0.0 0.0 0.000
H -4.526689 4.128128 2.513367 0.0 0.0 0.0 0.000
H -3.704603 2.843119 0.582147 -0.1 0.0 0.0 -0.001
```
Positions in Å, forces in eV/Å.

Results
charge: -2
orbital gap (alpha / beta): 0.2046 / 0.2129 Ha
LUMO energy (alpha / beta): 4.10 / 4.10 eV
2S+1: 3


Calculated energy relative to the best compared isomer or geometry (same formula, charge and spin) (kcal/mol), listed in the same order as above: 58.1 61.1